Below is one molecule with the formula H3N2P in a non-equilibrium geometry, with properties calculated with ωB97M-V/def2-TZVPD.

- SMILES = [H]/N=P/N
- Kohn-Sham gap (Eh) = 0.32383
- E (Eh) = -452.60507
- ΔE to the lowest compared entry with this formula, charge and spin (kcal/mol) = 33.41
- spin multiplicity = 1

Each line ends with the Mulliken charge.
CARTESIAN COORDINATES (ANGSTROEM)
1 H 2.3400 0.1065 0.1896  0.177
2 N 1.3875 0.3632 0.0138  -0.621
3 P 0.1660 -0.9981 -0.0894  0.182
4 N -1.1306 -0.0951 0.0210  -0.335
5 H -0.6682 0.8747 -0.2077  0.376
6 H -2.0947 -0.2512 0.0727  0.220